[1]
Molecular formula: C4H28BO22
Method: DFT, ωB97M-V/def2-TZVPD

The geometry in XYZ format:
```
55
Properties=species:S:1:pos:R:3:mulliken_charge:R:1
O 2.390 -1.356 -1.546 -0.67
C 1.284 -1.192 -0.978 0.50
O 0.711 -0.063 -1.073 -0.56
B -0.452 -0.083 -0.287 1.16
O -0.580 -1.554 0.244 -0.37
C 0.484 -2.134 -0.334 0.49
O 0.944 -3.134 0.119 -0.66
O -1.659 0.203 -1.185 -0.52
C -2.266 1.151 -0.516 0.07
O -3.249 1.697 -0.905 -0.71
C -1.513 1.535 0.605 0.51
O -0.565 0.853 0.795 0.20
O -1.874 2.352 1.389 -0.64
O -1.606 5.141 0.769 -0.67
H -1.095 5.918 0.682 0.29
H -1.432 4.446 -0.023 0.33
O 3.585 1.370 -2.645 -0.65
H 3.571 0.566 -2.227 0.32
H 2.734 1.681 -2.350 0.32
O -3.661 -1.569 1.300 -0.62
H -4.266 -0.766 1.058 0.36
H -3.167 -1.352 0.569 0.23
O 0.843 3.612 1.527 -0.64
H 1.042 4.411 0.950 0.29
H -0.204 3.567 1.378 0.38
O -4.481 4.136 0.452 -0.70
H -4.283 3.165 0.002 0.41
H -3.547 4.449 0.633 0.34
O -2.733 2.550 -3.987 -0.64
H -3.339 1.829 -4.324 0.30
H -2.900 2.860 -3.077 0.32
O 4.895 -1.371 0.054 -0.74
H 4.059 -1.163 0.455 0.43
H 5.042 -0.902 -0.868 0.35
O 2.780 -0.408 1.479 -0.61
H 2.243 -0.672 2.247 0.29
H 2.768 0.529 1.491 0.23
O 4.423 -4.048 -0.892 -0.76
H 3.548 -4.120 -0.798 0.32
H 4.523 -3.172 -0.438 0.48
O 1.826 -3.790 2.712 -0.65
H 1.181 -3.345 3.365 0.33
H 1.753 -3.361 1.862 0.33
O -1.365 -3.971 2.152 -0.62
H -2.299 -3.990 1.669 0.31
H -0.957 -3.535 1.476 0.30
O -4.639 -0.721 -1.536 -0.61
H -4.442 0.149 -1.847 0.29
H -4.199 -1.426 -2.172 0.31
O -0.287 1.102 3.942 -0.68
H -1.028 0.395 3.806 0.32
H -0.264 1.540 3.089 0.39
O 4.034 -2.691 -3.107 -0.76
H 4.307 -3.221 -2.322 0.44
H 3.381 -2.095 -2.833 0.49
```

**Net charge**: -1
**ΔE to the lowest compared entry with this formula, charge and spin**: 5.539 eV
**Frontier orbital gap**: 9.0 eV

[2]
Molecular formula: CH5PS
Method: DFT, ωB97M-V/def2-TZVPD

The geometry in XYZ format:
```
8
Properties=species:S:1:pos:R:3:mulliken_charge:R:1
C 1.064 0.522 0.572 -0.89
P -0.344 -0.662 0.389 0.10
S -1.742 0.577 -0.526 -0.21
H 1.779 0.339 1.352 0.32
H 0.602 1.513 0.549 0.27
H 1.633 0.447 -0.348 0.30
H -0.410 -2.421 -1.325 -0.04
H -2.581 -0.315 -0.663 0.14
```

**Net charge**: 0
**ΔE to the lowest compared entry with this formula, charge and spin**: 3.188 eV
**Frontier orbital gap (alpha / beta)**: 7.4 / 8.2 eV

[3]
Molecular formula: C5H10O3
Method: DFT, ωB97M-V/def2-TZVPD

The geometry in XYZ format:
```
18
Properties=species:S:1:pos:R:3:mulliken_charge:R:1
C -2.136 0.212 0.272 -1.09
C -1.021 1.133 -0.180 -0.54
C 0.362 0.810 0.394 0.48
O 0.867 1.618 1.190 -0.66
C 0.939 -0.583 0.156 0.59
C 0.447 -1.370 -1.035 -1.44
O 2.323 -0.107 -0.186 -0.30
O 3.035 0.004 1.084 -0.38
H -2.265 -0.624 -0.421 0.28
H -3.090 0.749 0.285 0.34
H -1.954 -0.195 1.270 0.34
H -1.258 2.147 0.165 0.36
H -0.956 1.181 -1.271 0.34
H 0.895 -1.177 1.074 0.30
H -0.526 -1.829 -0.841 0.33
H 1.159 -2.166 -1.281 0.36
H 0.360 -0.748 -1.931 0.34
H 2.819 0.945 1.256 0.37
```

**Net charge**: 0
**ΔE to the lowest compared entry with this formula, charge and spin**: 3.953 eV
**Frontier orbital gap**: 10.3 eV

[4]
Molecular formula: C19H33BCl39NO3Si2
Method: DFT, ωB97M-V/def2-TZVPD

The geometry in XYZ format:
```
98
Properties=species:S:1:pos:R:3:mulliken_charge:R:1
C 1.954 -5.295 2.298 -1.35
C 2.257 -3.970 1.669 0.61
O 3.659 -3.691 1.714 -0.57
B 4.070 -2.921 0.642 0.82
O 4.754 -3.539 -0.381 -0.50
Si 3.755 -0.933 0.493 0.26
O 3.724 -0.180 1.986 -0.21
Si 2.316 0.033 2.851 0.61
C 0.785 0.317 1.813 -1.21
C 0.023 -0.977 1.548 1.02
C -1.308 -0.814 0.801 -0.97
C -1.442 -1.688 -0.430 -0.51
N -0.288 -1.585 -1.328 -0.16
H 2.210 -5.240 3.347 0.26
H 0.891 -5.475 2.234 0.32
H 2.526 -6.098 1.856 0.36
H 1.839 -3.905 0.664 0.16
H 1.737 -3.205 2.245 -0.17
H 4.195 -4.202 -0.802 0.28
H 4.915 -0.376 -0.241 -0.28
H 2.561 -0.648 -0.332 -0.08
H 2.065 -1.084 3.795 -0.17
H 2.531 1.221 3.687 -0.40
H 0.970 0.845 0.884 0.43
H 0.140 0.962 2.406 0.57
H 0.661 -1.637 0.971 -0.80
H -0.165 -1.479 2.490 0.40
H -2.096 -1.102 1.489 0.30
H -1.496 0.225 0.561 0.40
H -1.614 -2.713 -0.099 0.18
H -2.314 -1.399 -1.003 0.45
H 0.442 -2.218 -1.035 -0.02
H -0.568 -1.909 -2.245 0.09
C -2.507 -0.164 -4.738 -0.03
Cl -2.235 -1.844 -4.257 -0.08
Cl -1.561 0.944 -3.763 -0.04
Cl -2.133 0.038 -6.454 -0.15
H -3.554 0.064 -4.593 0.29
C -1.634 -4.692 4.597 -0.11
Cl 0.020 -4.778 5.204 -0.09
Cl -1.680 -4.007 2.969 -0.06
Cl -2.398 -6.280 4.628 -0.13
H -2.194 -4.036 5.247 0.35
C -5.033 4.409 2.951 0.01
Cl -5.456 2.908 3.777 -0.10
Cl -3.290 4.559 2.736 -0.06
Cl -5.864 4.521 1.398 -0.13
H -5.369 5.232 3.566 0.26
C 2.380 1.198 -4.805 -0.16
Cl 2.280 2.309 -3.446 -0.04
Cl 2.072 -0.467 -4.299 -0.07
Cl 1.252 1.695 -6.063 -0.09
H 3.382 1.249 -5.207 0.35
C -4.150 1.764 -9.242 0.60
Cl -4.658 3.183 -8.332 -0.08
Cl -5.544 0.847 -9.817 -0.13
Cl -3.099 2.216 -10.585 -0.13
H -3.586 1.128 -8.575 -0.25
C 3.067 4.552 3.592 0.01
Cl 3.674 6.188 3.320 -0.13
Cl 1.300 4.577 3.609 -0.06
Cl 3.763 3.448 2.411 -0.07
H 3.401 4.236 4.570 0.24
C -2.320 4.641 6.886 -0.07
Cl -3.667 5.263 5.936 -0.04
Cl -2.641 3.002 7.451 -0.13
Cl -0.820 4.696 5.956 -0.08
H -2.206 5.286 7.744 0.30
C 4.602 5.499 -3.753 -0.03
Cl 5.716 4.881 -2.534 -0.11
Cl 4.540 4.418 -5.147 -0.11
Cl 2.997 5.746 -3.067 -0.10
H 4.970 6.456 -4.093 0.35
C -1.209 -5.155 -5.995 0.14
Cl -2.077 -6.454 -6.812 -0.13
Cl -1.558 -5.161 -4.264 -0.13
Cl 0.525 -5.276 -6.286 -0.05
H -1.553 -4.213 -6.399 0.17
C -4.280 4.318 -4.250 0.01
Cl -3.042 3.968 -5.453 -0.08
Cl -5.869 4.446 -5.007 -0.13
Cl -4.288 3.086 -2.988 -0.11
H -4.049 5.268 -3.791 0.30
C -5.918 4.618 10.040 0.03
Cl -6.210 3.042 10.770 -0.12
Cl -4.193 4.854 9.742 -0.09
Cl -6.839 4.801 8.549 -0.11
H -6.246 5.377 10.735 0.31
C 4.064 -6.702 -8.300 0.05
Cl 3.526 -5.347 -7.307 -0.11
Cl 2.683 -7.558 -8.984 -0.12
Cl 5.157 -6.153 -9.569 -0.12
H 4.604 -7.389 -7.665 0.29
C 4.286 -0.940 6.479 0.23
Cl 3.491 -2.358 7.163 -0.13
Cl 3.162 0.413 6.368 -0.10
Cl 5.711 -0.502 7.421 -0.14
H 4.609 -1.188 5.477 0.11
```

**Net charge**: 0
**Frontier orbital gap**: 9.5 eV

[5]
Molecular formula: C42H31FFeN5O4P
Method: DFT, ωB97M-V/def2-TZVPD

The geometry in XYZ format:
```
85
Properties=species:S:1:pos:R:3:lowdin_spin:R:1
Fe 0.662 -0.660 0.466 3.64
C 3.366 2.052 2.922 0.00
C 2.936 1.225 1.873 0.01
N 1.970 0.346 2.001 0.05
C 1.340 0.226 3.208 0.01
C 1.670 1.045 4.302 0.00
C 2.725 1.967 4.126 0.00
C 0.937 0.910 5.509 0.01
C -0.073 -0.001 5.576 0.00
C -0.398 -0.839 4.481 0.01
C 0.305 -0.768 3.303 0.01
N 0.143 -1.518 2.148 0.09
C 0.005 -2.890 2.120 0.01
C -0.395 -3.745 3.123 0.02
C -0.478 -5.141 2.912 0.00
C -0.149 -5.718 1.721 0.01
C 0.337 -4.890 0.678 0.00
C 0.793 -5.395 -0.555 0.00
C 1.331 -4.552 -1.489 0.00
C 1.400 -3.185 -1.195 0.01
N 0.965 -2.676 -0.061 0.03
C 0.424 -3.501 0.883 0.00
H 4.177 2.748 2.758 0.00
H 3.398 1.310 0.894 0.00
H 3.017 2.601 4.955 0.00
H 1.189 1.533 6.357 0.00
H -0.649 -0.098 6.488 0.00
H -1.230 -1.521 4.573 0.00
H -0.660 -3.360 4.095 0.00
H -0.822 -5.761 3.729 0.00
H -0.234 -6.784 1.565 0.00
H 0.721 -6.458 -0.749 0.00
H 1.702 -4.920 -2.435 0.00
H 1.837 -2.491 -1.905 0.00
F -1.647 -5.470 -2.905 0.00
C -2.370 -4.351 -2.955 0.00
C -1.803 -3.154 -3.089 0.00
N -2.560 -1.995 -3.156 0.00
C -1.943 -0.704 -3.360 0.00
C -1.431 -0.096 -2.068 0.01
O -1.696 1.185 -2.017 0.04
O -0.854 -0.741 -1.207 0.03
C -3.948 -2.020 -3.081 0.00
O -4.623 -1.018 -3.123 0.00
N -4.485 -3.279 -2.928 0.00
C -3.823 -4.505 -2.853 0.00
O -4.412 -5.545 -2.723 0.00
H -0.732 -3.035 -3.148 0.00
H -2.696 -0.038 -3.774 0.00
H -1.105 -0.776 -4.059 0.00
H -5.495 -3.314 -2.868 0.00
C 1.916 5.802 1.195 0.00
C 2.453 5.331 0.007 0.00
C 2.017 4.125 -0.527 0.00
C 1.034 3.392 0.131 0.01
C 0.516 3.858 1.341 0.00
C 0.947 5.064 1.865 0.00
P 0.493 1.767 -0.436 0.07
C 1.297 1.492 -2.054 0.02
C 2.276 0.501 -2.113 0.01
C 2.924 0.197 -3.303 0.00
C 2.592 0.889 -4.458 0.00
C 1.630 1.891 -4.415 0.00
C 0.993 2.196 -3.223 0.00
C -1.379 1.988 -0.813 0.07
C -1.729 3.382 -1.189 0.22
C -2.519 4.168 -0.419 0.01
C -3.108 3.674 0.763 0.32
C -2.908 2.325 1.122 0.01
C -2.129 1.496 0.381 0.21
H 2.257 6.743 1.605 0.00
H 3.213 5.900 -0.510 0.00
H 2.445 3.766 -1.454 0.00
H -0.224 3.275 1.879 0.00
H 0.537 5.423 2.798 0.00
H 2.568 -0.040 -1.213 0.01
H 3.688 -0.569 -3.325 0.00
H 3.091 0.658 -5.390 0.00
H 1.381 2.441 -5.312 0.00
H 0.253 2.983 -3.205 0.00
H -1.309 3.763 -2.110 0.01
H -2.711 5.187 -0.728 -0.01
H -3.743 4.309 1.363 0.02
H -3.395 1.932 2.005 -0.01
H -2.006 0.461 0.675 0.01
```

**Spin multiplicity**: 6
**Expectation value of S²**: 8.8028
**Net charge**: +1
**ΔE to the lowest compared entry with this formula, charge and spin**: 2.820 eV
**Frontier orbital gap (alpha / beta)**: 7.1 / 5.8 eV

[6]
Molecular formula: C2H3NS
Method: DFT, ωB97M-V/def2-TZVPD

The geometry in XYZ format:
```
7
Properties=species:S:1:pos:R:3:mulliken_charge:R:1
C -0.435 -0.440 -0.239 -0.26
C 0.715 0.039 -0.755 -0.38
N -0.357 0.110 0.975 -0.26
S 0.972 1.173 0.655 -0.07
H -1.140 -1.317 -0.448 0.27
H 1.339 -0.162 -1.514 0.46
H -1.093 0.596 1.325 0.25
```

**Net charge**: 0
**ΔE to the lowest compared entry with this formula, charge and spin**: 2.168 eV
**Frontier orbital gap**: 9.2 eV